Entry 1:
Formula: C5H4FNO
Source: the Open Molecules 2025 dataset
Level of theory: wB97M-V/def2-TZVPD

```
12
Properties=species:S:1:pos:R:3:forces:R:3:mulliken_charge:R:1
C -1.010635 1.184407 -0.134433 3.348 -3.617 -1.112 -0.36
C 2.293144 1.069739 0.214864 -1.674 -0.515 -0.584 -0.82
H 3.329228 1.106109 -0.082997 0.124 -0.517 0.561 0.32
O -0.731016 -0.996758 0.115325 2.373 1.214 -0.925 -0.24
H -0.751190 2.137197 -0.215616 0.295 4.203 -0.461 0.49
C 0.002474 0.211554 -0.186200 -2.821 -0.456 2.355 0.29
H -2.760525 -1.475854 0.502404 2.434 2.833 -1.663 0.25
F 1.700937 -1.333469 -0.159879 0.421 2.902 0.412 -0.26
N -2.229039 0.643049 -0.064956 -0.677 0.651 0.507 -0.52
C 1.405257 0.062614 0.056618 1.652 -1.043 -1.220 0.54
C -1.933503 -0.583178 0.113501 -5.941 -5.135 2.211 0.10
H 1.785028 2.035676 0.381114 0.467 -0.519 -0.080 0.22
```
Positions in Å, forces in eV/Å.

Values from the calculation:
Energy relative to the best compared isomer or geometry (same formula, charge and spin) ... 2.731 eV
Total charge ... 0

***

Entry 2:
Formula: C5H4FNS
Source: the Open Molecules 2025 dataset
Level of theory: wB97M-V/def2-TZVPD

```
12
Properties=species:S:1:pos:R:3:forces:R:3:mulliken_charge:R:1
C 1.300714 0.314017 0.426981 3.388 2.702 2.305 -0.43
C -1.749880 0.680646 -0.901048 -5.443 5.829 -5.869 0.14
H -2.059084 -0.527587 0.893806 2.455 -0.186 -1.797 0.29
H 2.114961 1.035045 0.945045 -2.092 -2.198 -1.056 0.26
S -0.379934 1.296667 2.258009 0.244 -1.875 -1.840 -0.19
N -2.439825 1.502807 -1.698326 6.927 -8.107 7.848 -0.43
F 0.653828 -1.061344 -1.188958 2.359 -0.918 -2.074 -0.21
C 1.671431 -0.520813 -0.505044 3.475 -3.724 -1.626 -0.01
C -0.030706 0.296090 0.922021 -0.891 2.898 1.801 0.15
H 2.783401 -1.222800 -0.735222 -3.522 3.059 0.597 0.27
H -0.771866 -1.373664 -0.579788 -2.090 2.657 3.254 0.36
C -1.093038 -0.419063 0.162526 -4.811 -0.138 -1.543 -0.22
```
Positions in Å, forces in eV/Å.

Values from the calculation:
SMILES string ... N#CCC(=S)/C=C\F
Energy relative to the best compared isomer or geometry (same formula, charge and spin) ... 6.475 eV
Total charge ... 0

***

Entry 3:
Formula: C5H4IrN4O8P2Se
Source: the Open Molecules 2025 dataset
Level of theory: wB97M-V/def2-TZVPD

```
25
Properties=species:S:1:pos:R:3:forces:R:3:mulliken_charge:R:1
C -0.610600 3.127100 -3.054500 0.297 0.423 -0.763 -0.66
O -1.645200 0.197100 0.105100 1.384 -2.328 -0.061 -0.76
N -0.768300 3.872800 -3.915900 -0.112 0.129 -0.138 -0.46
C 3.060600 -2.151900 0.145900 0.376 0.321 0.063 0.29
H -1.064900 4.711600 -1.339400 0.247 0.003 0.041 0.22
C -0.658700 2.809300 -0.598500 -3.067 -0.768 -0.494 0.54
H 2.663000 4.283300 -1.322100 0.202 0.491 0.037 0.35
O 2.057900 3.546400 -1.413200 0.005 -0.828 0.155 -0.43
O 0.429800 2.712000 0.327000 2.636 -0.113 0.307 0.00
O 0.357900 1.638300 1.184100 0.131 -1.983 -0.063 -0.58
O 2.343700 1.156200 -0.610800 -0.619 -1.461 -0.057 -0.77
N 4.001000 -2.319900 -0.491500 0.330 -0.112 -0.362 -0.37
N -1.180600 4.097100 -0.549000 0.002 0.222 -0.185 -0.43
C -0.060700 0.981300 -2.102000 -0.273 1.008 0.110 0.39
O 2.952000 3.169400 0.947000 0.157 0.028 0.173 -0.68
O -2.451600 2.307900 1.477700 -0.127 -0.162 0.314 -0.72
O -3.129700 1.864900 -0.937900 0.360 -0.710 -0.065 -0.52
Ir 0.549100 -0.273000 -0.040700 -0.655 3.291 0.000 1.62
H -3.854800 2.410200 -0.633800 -0.252 0.323 0.173 0.34
P -2.057500 1.638800 0.238300 -0.166 2.223 -0.391 1.04
C -0.412500 2.292500 -1.958700 0.146 -0.171 0.850 0.93
P 2.243000 2.563700 -0.161200 0.192 1.358 -0.088 1.09
Se 1.628100 -1.956000 1.238600 -1.136 0.182 0.389 0.08
H -1.143800 4.528600 0.360300 -0.188 0.006 -0.001 0.26
N 0.240700 -0.153600 -2.108800 0.125 -1.372 0.055 -0.74
```
Positions in Å, forces in eV/Å.

Values from the calculation:
Spin multiplicity ... 2
Expectation value of S² ... 1.141
Total charge ... 0

***

Entry 4:
Formula: C5H4LuO2
Source: the Open Molecules 2025 dataset
Level of theory: wB97M-V/def2-TZVPD

```
12
Properties=species:S:1:pos:R:3:forces:R:3:mulliken_charge:R:1
C -0.521532 1.351505 0.867658 1.483 -3.778 -0.941 0.53
C 0.474072 -1.455754 -0.866011 -1.877 -1.704 -1.369 -0.28
H -0.527110 -1.994997 -1.033203 1.219 0.260 -0.626 0.29
C -0.078542 -0.039733 1.275556 -0.399 1.938 0.901 -0.34
Lu -3.451696 2.968970 1.542100 3.579 -1.157 -0.094 2.36
H 0.898656 -1.105225 -1.823751 -0.316 -0.162 0.177 0.38
C 0.285525 1.103086 -0.282681 -0.844 -0.641 0.209 -0.08
O 1.281983 -2.394698 -0.240080 -0.843 0.652 0.482 -0.38
H 2.000087 -1.999161 0.262920 0.386 0.084 0.057 0.34
H 0.980408 1.685567 -0.889978 0.135 -0.142 0.236 0.41
C -0.010947 -0.288594 -0.111548 3.091 1.182 -0.220 0.43
O -1.330904 2.169034 1.299019 -5.613 3.469 1.188 -0.65
```
Positions in Å, forces in eV/Å.

Values from the calculation:
Energy relative to the best compared isomer or geometry (same formula, charge and spin) ... 5.366 eV
Total charge ... +3

***

no.,energy (eV)
1,-11501.8423
2,-20286.0339
3,-114347.3022
4,-42922.5402